This record from the OMol25 dataset describes 11 unconnected molecules or ions with the total composition C41H69N11O7 in a non-equilibrium geometry. The level of theory is ωB97M-V with the def2-TZVPD basis set.

Cartesian coordinates (Å):
C (7.00, -2.75, 3.03)
N (5.91, -2.77, 1.97)
C (6.09, -2.09, 0.78)
C (4.69, -1.95, 0.06)
O (7.14, -1.64, 0.39)
H (6.51, -3.02, 3.94)
H (7.40, -1.75, 3.20)
H (7.82, -3.34, 2.64)
H (4.95, -2.98, 2.23)
H (4.29, -0.90, 0.09)
H (3.96, -2.58, 0.54)
H (4.91, -2.30, -0.97)
C (-3.35, 3.80, -1.01)
N (-3.56, 3.25, 0.26)
C (-2.49, 2.87, 1.03)
C (-2.69, 2.16, 2.37)
O (-1.38, 2.93, 0.53)
H (-2.51, 3.28, -1.54)
H (-3.04, 4.85, -0.97)
H (-4.25, 3.65, -1.56)
H (-4.48, 3.19, 0.60)
H (-1.94, 2.32, 3.14)
H (-2.86, 1.14, 2.06)
H (-3.64, 2.51, 2.82)
C (-1.95, -2.64, -6.42)
N (-2.24, -1.18, -6.42)
C (-1.30, -0.33, -6.01)
C (-1.64, 1.15, -6.11)
O (-0.15, -0.67, -5.71)
H (-1.50, -2.97, -5.50)
H (-1.23, -2.90, -7.25)
H (-2.87, -3.13, -6.65)
H (-3.23, -0.95, -6.35)
H (-1.14, 1.71, -5.35)
H (-2.70, 1.45, -5.97)
H (-1.23, 1.54, -7.05)
C (4.93, -5.82, 4.05)
N (4.32, -5.88, 2.74)
C (3.47, -4.97, 2.32)
C (2.55, -5.42, 1.24)
O (3.39, -3.86, 2.90)
H (4.31, -5.16, 4.64)
H (6.02, -5.54, 4.03)
H (4.91, -6.80, 4.48)
H (4.38, -6.76, 2.20)
H (2.86, -6.35, 0.76)
H (2.57, -4.57, 0.57)
H (1.52, -5.54, 1.66)
C (-8.17, 0.62, -1.17)
N (-7.06, -0.14, -0.68)
C (-5.94, 0.50, -0.10)
C (-4.96, -0.43, 0.54)
O (-5.73, 1.70, -0.23)
H (-8.82, 1.04, -0.39)
H (-8.67, 0.00, -1.88)
H (-7.78, 1.47, -1.83)
H (-7.20, -1.16, -0.54)
H (-4.89, -0.38, 1.62)
H (-3.95, -0.05, 0.28)
H (-5.03, -1.41, 0.18)
C (-3.73, -1.79, -2.92)
N (-4.09, -0.41, -3.00)
C (-4.55, 0.22, -4.09)
C (-5.15, 1.61, -3.78)
O (-4.68, -0.34, -5.15)
H (-3.23, -1.96, -1.94)
H (-2.96, -1.93, -3.67)
H (-4.66, -2.33, -3.09)
H (-3.93, 0.20, -2.25)
H (-5.92, 1.97, -4.48)
H (-4.26, 2.29, -3.69)
H (-5.57, 1.59, -2.75)
C (0.62, 1.43, -2.56)
N (-0.56, 1.18, -1.73)
C (-0.89, -0.07, -1.43)
C (-0.16, -1.25, -2.12)
O (-1.69, -0.28, -0.52)
H (0.56, 2.36, -3.15)
H (0.68, 0.59, -3.27)
H (1.53, 1.46, -2.03)
H (-0.91, 1.86, -1.09)
H (-0.54, -2.20, -1.80)
H (0.91, -1.16, -1.89)
H (-0.17, -1.23, -3.19)
C (5.89, 1.73, -1.24)
C (4.86, 2.46, -1.83)
C (4.28, 1.94, -2.99)
N (4.73, 0.83, -3.60)
C (5.71, 0.15, -3.04)
C (6.33, 0.60, -1.86)
H (6.36, 2.15, -0.36)
H (4.59, 3.38, -1.36)
H (3.39, 2.40, -3.35)
H (5.96, -0.74, -3.57)
H (7.08, -0.01, -1.44)
C (2.12, -0.88, 3.29)
C (2.29, -0.07, 4.37)
C (1.58, 1.13, 4.51)
N (0.71, 1.46, 3.56)
C (0.64, 0.75, 2.43)
C (1.24, -0.45, 2.28)
H (2.69, -1.77, 3.15)
H (3.06, -0.35, 5.09)
H (1.61, 1.82, 5.36)
H (-0.06, 1.18, 1.70)
H (1.11, -0.86, 1.31)
C (-1.79, 0.06, 5.69)
C (-1.94, -0.83, 4.66)
C (-3.17, -1.04, 4.12)
N (-4.29, -0.32, 4.45)
C (-4.15, 0.46, 5.51)
C (-2.92, 0.74, 6.14)
H (-0.83, 0.19, 6.15)
H (-1.05, -1.34, 4.30)
H (-3.37, -1.81, 3.34)
H (-5.07, 0.94, 5.85)
H (-2.83, 1.44, 6.97)
C (2.06, 4.52, 2.68)
C (3.44, 4.52, 2.59)
C (3.97, 4.42, 1.32)
N (3.27, 4.27, 0.18)
C (1.95, 4.36, 0.33)
C (1.30, 4.49, 1.53)
H (1.58, 4.62, 3.63)
H (4.08, 4.61, 3.42)
H (5.05, 4.46, 1.12)
H (1.30, 4.12, -0.54)
H (0.24, 4.34, 1.59)

Properties
- SMILES string: CNC(C)=O.CNC(C)=O.CNC(C)=O.CNC(C)=O.CNC(C)=O.CNC(C)=O.CNC(C)=O.c1ccncc1.c1ccncc1.c1ccncc1.c1ccncc1
- Calculated total energy: -2732.720591 Ha
- Kohn-Sham gap: 9.08 eV